Record 1
Entry from the Open Molecules 2025 dataset: C46H34BClF2N2O2PRu as an isolated structure at a distorted geometry (ωB97M-V/def2-TZVPD).

XYZ file:
```
90
Properties=species:S:1:pos:R:3:forces:R:3:lowdin_spin:R:1
Ru -0.4981 1.0392 0.1808 -0.1 1.5 0.1 0.925
Cl -2.8954 -1.5238 -0.0499 0.0 -0.5 -0.4 -0.001
C -2.2234 -2.2208 1.3996 -0.2 -0.3 -0.1 -0.001
C -3.0854 -2.8924 2.2492 0.2 -0.4 -0.4 0.000
C -2.5848 -3.4588 3.4115 0.3 -0.4 -0.2 0.000
C -1.2308 -3.3530 3.7011 -0.2 -0.1 -0.1 0.000
C -0.3819 -2.6860 2.8310 0.1 0.1 -0.1 0.000
C -0.8603 -2.0965 1.6620 0.2 -0.2 -0.1 -0.002
P 0.2010 -1.1523 0.4946 -0.1 0.3 0.1 -0.006
C 1.8727 -1.3378 1.1925 0.0 -0.1 0.1 0.000
C 2.8415 -2.1489 0.6141 0.0 0.1 0.0 0.000
C 4.1180 -2.2041 1.1539 0.1 0.0 0.1 0.000
C 4.4318 -1.4631 2.2809 0.0 0.0 0.0 0.000
C 3.4668 -0.6590 2.8728 0.1 0.0 0.0 0.000
C 2.2010 -0.5930 2.3258 -0.2 0.0 0.0 0.002
C 0.2423 -2.2761 -0.9503 0.0 0.0 0.0 -0.002
C 0.8648 -1.8186 -2.1083 0.0 0.1 0.1 0.000
C 0.9512 -2.6297 -3.2281 0.0 0.0 0.0 0.000
C 0.4214 -3.9096 -3.2014 0.0 0.0 0.0 0.000
C -0.1812 -4.3816 -2.0446 0.0 0.0 0.0 0.000
C -0.2690 -3.5723 -0.9238 0.0 0.1 0.0 -0.001
H -4.1338 -2.9650 1.9994 0.0 -0.1 0.0 0.000
H -3.2530 -3.9823 4.0815 0.0 0.0 0.0 0.000
H -0.8305 -3.7971 4.6018 0.0 0.0 0.0 0.000
H 0.6725 -2.6175 3.0637 0.0 0.0 0.0 0.000
H 2.6147 -2.7255 -0.2712 0.0 0.0 0.0 0.000
H 4.8687 -2.8237 0.6840 0.0 0.0 0.0 0.000
H 5.4283 -1.5060 2.6973 0.1 0.0 0.0 0.000
H 3.7088 -0.0624 3.7411 0.0 0.0 0.0 0.000
H 1.4527 0.0543 2.7763 0.1 -0.1 0.0 0.002
H 1.3075 -0.8307 -2.1180 0.0 0.0 0.0 0.000
H 1.4325 -2.2557 -4.1212 0.0 0.0 0.0 0.000
H 0.4831 -4.5424 -4.0770 0.0 0.0 0.0 0.000
H -0.5831 -5.3847 -2.0115 0.0 0.0 0.0 0.000
H -0.7351 -3.9616 -0.0299 0.0 0.0 0.1 0.000
O -3.8531 -1.8195 6.4672 -0.1 -0.1 0.0 0.000
C -4.5064 -1.8923 5.2861 -0.1 0.0 0.0 0.000
O -5.4574 -2.6135 5.1602 0.1 0.0 0.1 0.000
C -3.9801 -1.0401 4.1821 -0.1 0.6 0.1 -0.001
C -4.8710 -0.6694 3.1714 0.2 0.1 0.3 0.000
C -4.4449 0.1149 2.1196 0.2 0.1 0.1 -0.001
C -3.1064 0.5041 2.0572 -0.3 0.0 0.7 0.002
C -2.2047 0.1045 3.0424 -0.1 0.3 0.1 0.007
C -2.6445 -0.6474 4.1113 -0.3 0.4 0.3 0.001
N -2.5675 1.2897 1.0353 -0.3 0.4 -1.2 0.000
C -3.2737 2.1911 0.4348 0.6 -0.6 0.7 0.008
C -2.5920 3.1205 -0.4435 0.3 0.2 -0.2 -0.002
C -3.2752 4.1162 -1.1326 0.3 -0.2 0.1 0.002
C -2.5389 5.0315 -1.8677 0.1 0.0 0.0 -0.003
C -1.1569 4.9293 -1.8632 -0.1 0.0 0.0 0.002
C -0.5451 3.9085 -1.1480 0.0 0.0 -0.1 -0.003
N -1.2402 3.0063 -0.4624 -0.3 -0.3 0.1 -0.001
H -3.1883 -1.1220 6.4425 0.0 0.0 0.0 0.000
H -5.8920 -1.0190 3.2234 0.0 0.0 0.0 0.000
H -5.1355 0.3667 1.3274 0.0 0.0 -0.1 0.000
H -1.1595 0.3948 2.9484 -0.2 0.0 0.0 0.008
H -1.9206 -0.9765 4.8472 -0.1 0.1 0.0 0.000
H -4.3316 2.3551 0.6367 0.1 0.0 0.2 0.000
H -4.3532 4.1644 -1.0880 -0.1 0.0 0.0 0.000
H -3.0349 5.8137 -2.4251 0.0 0.0 0.0 0.000
H -0.5423 5.6271 -2.4094 0.0 0.1 0.0 0.000
H 0.5300 3.7951 -1.1308 0.0 0.0 0.0 0.000
C 1.4244 1.9621 0.6197 -0.1 -0.4 0.2 0.008
C 1.4688 1.6270 -0.6093 0.0 -0.3 -0.3 -0.003
C 1.8765 1.4727 -1.9089 0.0 0.0 0.2 0.000
C 0.8844 1.5391 -2.9745 -0.3 -0.1 -0.1 0.002
C 1.1956 2.1106 -4.2205 0.0 0.0 0.1 0.000
C 0.2508 2.2332 -5.2188 -0.1 0.0 -0.1 0.000
C -1.0559 1.7986 -5.0268 0.0 0.0 -0.1 0.001
C -1.3976 1.2410 -3.8080 0.0 0.0 0.0 0.004
C -0.4472 1.1066 -2.8130 0.3 0.2 0.0 0.030
C 3.3120 1.3049 -2.1683 0.2 0.1 0.0 0.000
C 3.7773 0.6413 -3.3128 0.0 0.0 0.1 0.000
C 5.1303 0.4414 -3.5298 0.0 0.0 0.0 0.000
C 6.0668 0.8879 -2.6087 0.0 0.0 0.0 -0.001
C 5.6230 1.5260 -1.4580 0.1 0.0 0.0 0.000
C 4.2730 1.7284 -1.2377 -0.1 0.0 0.0 0.000
H 2.1959 2.4835 -4.3882 0.1 0.0 0.0 0.000
H 0.5348 2.6837 -6.1598 0.0 0.0 -0.1 0.000
H -1.7892 1.8888 -5.8148 0.0 0.0 -0.1 0.000
H -2.4054 0.8883 -3.6324 -0.1 0.0 0.0 0.000
H -0.7727 0.6465 -1.8815 0.0 -0.4 0.1 0.012
H 3.0656 0.2646 -4.0358 0.0 0.0 0.0 0.000
H 5.4547 -0.0777 -4.4236 0.0 0.0 0.0 0.000
H 7.1241 0.7371 -2.7821 0.0 0.0 0.0 0.000
H 6.3371 1.8700 -0.7208 0.0 0.0 0.0 0.000
H 3.9498 2.2113 -0.3251 0.0 0.0 0.0 0.000
F 0.7313 3.1252 2.7010 -0.1 -0.1 0.1 0.005
B 1.7039 2.6274 1.9129 -0.1 0.0 -0.1 0.007
F 2.9380 2.7353 2.4234 0.1 0.1 0.0 0.001
```
Positions in Å, forces in eV/Å.

Summary:
**2S+1**: 2
**Frontier orbital gap (spin up / spin down)**: 0.162 / 0.159 Ha

---

Record 2
Entry from the Open Molecules 2025 dataset: a single C11H9BrF4IN2O2PS molecule at a distorted geometry (ωB97M-V/def2-TZVPD).

XYZ file:
```
32
Properties=species:S:1:pos:R:3:forces:R:3:nbo_charge:R:1
C -1.3875 0.6265 -4.1968 -0.7 0.3 0.1 -0.643
C -0.8287 -0.0878 -2.8038 0.1 1.7 -0.4 -0.440
C -1.6112 0.6926 -1.5669 1.8 0.9 -0.2 -0.364
I -3.5825 -0.2283 -1.0914 1.1 0.5 -0.2 0.094
C -0.6516 0.8620 -0.2213 1.1 2.5 1.2 -0.097
C -0.2381 -0.4183 0.7721 2.3 3.6 2.0 0.016
C -0.7276 -1.9563 0.4613 -1.6 0.9 0.5 -0.146
O 0.2933 -2.9902 0.6905 2.8 2.1 -3.0 -0.491
C 1.4694 -2.8228 -0.1765 1.1 -2.1 0.1 1.173
F 1.9715 -4.2185 -0.4640 -1.7 4.9 0.9 -0.334
F 2.6218 -2.1501 0.5305 -4.2 -2.0 -2.8 -0.328
F 1.1986 -2.2023 -1.4935 1.0 -1.8 4.6 -0.328
C 0.6933 -0.0572 2.1136 -1.7 3.3 -2.9 -0.413
P 1.2386 -1.3549 3.4205 -1.4 -1.4 0.2 1.025
O 0.0774 -1.2980 4.7639 0.1 1.2 -3.0 -0.952
Br 3.2517 -0.8650 4.3489 -1.0 0.5 -0.2 -0.184
C 1.1559 1.5360 2.3021 1.1 3.9 0.6 0.126
N 1.9991 2.1589 3.4279 -2.3 0.2 -3.8 -0.555
S 2.2534 3.8841 3.1823 -2.8 -3.9 -3.0 0.832
N 1.3774 4.2040 1.6655 -0.7 -6.6 1.6 -0.524
C 0.8300 2.8280 1.3464 -0.5 -0.6 -0.7 0.064
C -0.1282 2.4244 0.0660 0.2 -1.8 0.6 0.434
F -0.4758 3.5640 -0.8632 0.9 -4.0 2.8 -0.354
H -1.0098 1.7549 -4.2932 -0.6 -2.6 0.4 0.221
H -2.5771 0.7170 -4.1523 2.5 -0.4 -0.2 0.217
H -1.0773 0.0500 -5.1733 -0.6 1.1 2.1 0.233
H -0.9553 -1.2509 -2.7877 0.3 2.4 0.0 0.230
H 0.3088 0.2557 -2.7184 -2.4 -1.1 0.0 0.236
H -1.8916 1.7654 -2.0091 0.7 -2.4 1.4 0.274
H -1.1983 -2.1196 -0.5991 1.1 0.8 2.0 0.243
H -1.6038 -2.1820 1.2402 2.1 0.3 -1.7 0.247
H -0.7957 -1.1215 4.2787 1.5 -0.2 1.2 0.486
```
Positions in Å, forces in eV/Å.

Summary:
**2S+1**: 1
**Structure (SMILES)**: CC[C@@H](I)c1c(COC(F)(F)F)c(P(O)Br)c2nsnc2c1F
**Frontier orbital gap**: 0.238 Ha

---

Record 3
Entry from the Open Molecules 2025 dataset: a 11-piece molecular cluster, C23H72N18O11 overall at a distorted geometry (ωB97M-V/def2-TZVPD).

XYZ file:
```
124
Properties=species:S:1:pos:R:3:forces:R:3:mulliken_charge:R:1
C -0.3089 6.2881 -1.9233 1.9 0.3 0.6 -0.866
O 0.7656 7.2908 -1.9932 -2.1 -1.5 -2.3 -0.253
C 1.1879 7.8017 -0.7737 0.2 1.3 -1.5 -0.602
C 1.7602 9.2660 -1.1348 -2.6 1.2 2.3 0.179
C 0.9026 10.3287 -1.9382 -0.2 -1.1 -0.3 -1.367
N 3.0766 9.4242 -1.5616 2.8 -0.9 -0.5 -0.604
H -1.1558 6.6819 -1.3613 -0.1 0.0 -0.2 0.330
H 0.1166 5.4227 -1.4152 -0.2 -0.2 0.5 0.359
H -0.5692 5.8627 -2.8925 0.0 0.9 -0.3 0.259
H 0.3421 7.8144 -0.0862 0.0 0.5 0.3 0.434
H 1.9161 7.0703 -0.4232 0.6 0.6 0.7 0.328
H 1.8301 9.7386 -0.1552 -0.7 0.0 0.5 0.295
H -0.1083 10.4736 -1.5571 -0.1 -0.2 -0.1 0.339
H 0.8804 10.1140 -3.0066 -0.3 -0.6 0.0 0.276
H 1.3781 11.3092 -1.9648 0.4 -0.2 0.7 0.407
H 3.4652 8.6117 -2.0187 0.0 -0.1 -0.4 0.210
H 3.6292 9.5430 -0.7245 0.5 0.0 -0.3 0.281
C -2.4400 7.2830 4.4064 0.3 -0.4 1.7 -0.745
O -1.5908 6.6769 5.3814 0.8 0.0 0.1 -0.279
C -1.0933 7.5274 6.4651 -1.1 -1.9 -1.0 -0.869
C -0.1326 6.6292 7.2600 -0.3 1.1 -2.5 0.812
C 0.1938 7.3351 8.4743 1.7 0.4 3.4 -1.531
N 1.0392 6.4163 6.3762 -0.9 -0.1 0.3 -0.748
H -3.3573 7.4768 4.9624 -0.3 1.0 -0.4 0.301
H -2.7437 6.5445 3.6645 0.6 0.0 -0.2 0.216
H -1.8959 8.1416 4.0130 -0.6 0.2 -0.4 0.297
H -0.6389 8.4485 6.1001 0.4 -0.1 -0.2 0.401
H -1.9416 7.8113 7.0878 -0.2 0.0 0.2 0.415
H -0.6391 5.7359 7.6255 -0.3 -0.4 -0.9 0.189
H 1.1461 7.8604 8.5464 0.0 0.2 -0.7 0.380
H 0.3411 6.5187 9.1814 0.0 0.3 0.8 0.361
H -0.5508 8.0095 8.8973 -0.3 -0.2 -0.2 0.326
H 0.6504 5.9517 5.5681 0.2 -0.1 -0.4 0.235
H 1.7447 5.8023 6.7575 0.0 -0.1 0.3 0.240
C -0.3914 -9.7464 -1.6377 -0.3 -0.8 1.9 -0.709
O -1.6327 -9.2234 -1.2408 -1.2 0.5 -0.5 -0.370
C -1.7162 -7.8735 -0.7904 0.1 -0.8 0.8 -0.716
C -1.4058 -7.7257 0.7281 -1.8 -1.5 -0.7 0.406
C -2.2061 -8.7459 1.6818 0.7 0.3 -0.1 -1.380
N -1.8477 -6.4271 1.2573 0.7 -0.1 0.2 -0.632
H -0.5806 -10.8199 -1.6412 0.1 -0.1 -0.7 0.281
H 0.2265 -9.6561 -0.7443 1.0 0.3 -0.4 0.330
H 0.0456 -9.4007 -2.5745 -0.1 0.3 0.1 0.238
H -0.9835 -7.2876 -1.3453 -0.2 0.5 -0.2 0.340
H -2.7524 -7.5751 -0.9496 0.1 0.3 -0.3 0.343
H -0.3217 -7.8349 0.7586 0.1 -0.4 0.7 0.291
H -3.1978 -8.4393 2.0144 -0.1 1.0 -0.6 0.373
H -1.6669 -8.7343 2.6291 0.3 -0.4 0.1 0.374
H -2.4357 -9.7738 1.4011 0.9 0.0 -0.5 0.317
H -1.1620 -5.7159 1.0472 0.2 0.4 -0.6 0.231
H -1.6143 -6.6128 2.2223 -0.5 0.6 0.8 0.279
C -2.7333 0.9744 0.2069 -0.6 -0.1 0.0 -0.818
O -1.8837 -0.0072 -0.3028 -3.1 0.8 -3.8 -0.257
C -0.7624 -0.2897 0.3122 2.5 -1.6 3.6 -1.051
C 0.2800 -1.0969 -0.4903 -0.7 1.6 -0.9 0.581
C 0.6056 -0.2323 -1.7265 0.3 0.5 -0.9 -1.396
N -0.2509 -2.4125 -0.8200 -0.6 0.0 0.1 -0.627
H -3.1260 0.7413 1.1966 0.2 -0.2 0.4 0.349
H -3.6069 0.9658 -0.4448 0.1 0.3 -0.1 0.227
H -2.2778 1.9638 0.2480 0.2 0.1 -0.1 0.299
H -0.3239 0.5747 0.8109 0.5 0.4 -0.3 0.562
H -1.1044 -0.9022 1.1464 0.7 -0.6 0.8 0.365
H 1.1409 -1.2142 0.1679 0.2 0.1 -0.1 0.195
H 1.2246 0.6450 -1.5389 0.6 -0.3 0.4 0.379
H -0.2121 0.2900 -2.2231 -1.0 -0.4 0.6 0.265
H 0.9965 -0.7652 -2.5932 0.6 -0.4 0.4 0.411
H -1.2486 -2.2833 -0.9099 -0.3 -0.3 0.0 0.252
H 0.0355 -2.7252 -1.7367 0.4 0.0 -0.1 0.255
N -5.6297 -3.9273 3.1718 -2.7 -2.4 -4.5 -0.357
C -5.0986 -3.2108 4.0938 0.1 -0.4 2.4 0.675
N -3.8108 -3.2653 4.0766 6.1 -0.1 -1.1 -0.350
O -5.6634 -2.7529 5.0228 -2.9 2.5 2.9 -0.642
H -6.6215 -3.8676 2.9905 0.3 -0.1 0.1 0.211
H -5.0288 -4.4405 2.5429 -0.6 0.1 -0.1 0.133
H -3.2188 -3.1078 4.8796 -0.6 0.1 -0.2 0.204
H -3.3924 -3.7351 3.2864 0.4 0.2 0.4 0.124
N 3.3127 6.2241 -5.6852 -3.0 3.7 -0.9 -0.312
C 3.8533 5.1692 -5.1221 1.0 -0.3 -0.6 0.611
N 3.4889 5.0278 -3.8731 -1.8 0.3 2.9 -0.286
O 4.6343 4.4630 -5.6416 3.1 -2.8 -2.3 -0.624
H 3.3783 6.6446 -6.6012 0.6 -1.0 0.1 0.198
H 2.5100 6.5646 -5.1756 0.1 0.5 -0.4 0.095
H 2.8050 5.7329 -3.6381 0.2 -0.7 1.5 0.118
H 3.9155 4.3454 -3.2629 -0.4 0.4 -0.2 0.196
N -2.0189 -8.2721 -6.7489 -0.3 -5.0 -2.8 -0.404
C -1.6491 -7.2023 -6.1387 1.2 0.2 -0.5 0.691
N -2.6083 -6.7410 -5.4229 -3.0 3.0 3.3 -0.412
O -0.5924 -6.6589 -6.2675 2.8 1.3 -0.4 -0.667
H -1.3097 -8.8006 -7.2365 -0.3 0.0 0.1 0.229
H -2.9056 -8.7110 -6.5458 0.4 0.0 -0.3 0.162
H -3.3368 -7.3391 -5.0600 0.1 0.7 0.1 0.197
H -2.3737 -5.8203 -5.0802 -0.8 -0.2 0.6 0.204
N 1.4469 -0.0515 5.5055 1.3 -6.5 2.1 -0.376
C 1.2913 1.1666 5.1764 0.7 3.5 -1.2 0.697
N -0.0316 1.4023 5.1602 -2.2 1.8 -0.4 -0.376
O 2.2198 1.9000 4.8812 -0.4 0.8 -0.2 -0.657
H 0.6424 -0.5178 5.8998 0.6 -0.4 -0.1 0.143
H 2.3494 -0.4514 5.7193 -0.2 0.4 -0.1 0.224
H -0.6207 0.7158 5.6093 -0.2 0.7 -0.3 0.150
H -0.4021 2.3249 4.9823 0.2 -0.2 0.1 0.201
N -3.6728 -0.5469 -4.1132 2.0 4.6 -1.9 -0.354
C -4.5343 -1.5050 -4.2088 -2.2 -1.8 -3.0 0.583
N -4.4013 -2.1964 -3.1181 -0.7 -3.5 4.3 -0.340
O -5.2542 -1.7370 -5.1862 0.4 0.2 0.9 -0.669
H -3.7166 0.0022 -4.9597 0.9 0.5 0.3 0.213
H -2.8805 -0.5977 -3.4887 -0.1 0.3 -0.6 0.210
H -4.0803 -1.6293 -2.3465 -0.2 -0.7 0.3 0.151
H -4.9516 -3.0119 -2.8895 -0.1 0.3 -0.3 0.214
N 6.3578 -2.7844 1.5226 0.2 -2.2 3.7 -0.389
C 6.9462 -2.2024 0.5061 3.0 -1.5 -1.1 0.688
N 6.0251 -1.5390 -0.1474 -0.8 2.6 -3.2 -0.354
O 8.1408 -2.4153 0.1731 -2.4 0.9 0.6 -0.666
H 5.3939 -2.6508 1.7931 0.5 -0.1 -0.1 0.150
H 6.9786 -3.3533 2.0803 -0.5 0.1 0.2 0.212
H 5.0935 -1.3888 0.2127 0.4 0.0 -0.4 0.154
H 6.3125 -1.2054 -1.0563 -0.5 0.3 0.2 0.206
N 4.1736 -5.9935 -6.0507 -0.1 0.8 -3.3 -0.407
C 4.5731 -6.3687 -4.8453 3.2 0.0 -0.6 0.627
N 3.4732 -6.3895 -4.1033 -0.2 -0.5 2.8 -0.408
O 5.7635 -6.5944 -4.5591 -2.0 0.0 0.3 -0.652
H 4.8400 -5.8752 -6.8004 -0.2 0.1 0.3 0.213
H 3.2800 -5.5235 -6.0780 0.5 0.0 -0.7 0.180
H 2.6120 -6.4511 -4.6273 -0.1 -0.4 1.1 0.227
H 3.6823 -6.6953 -3.1637 -1.1 -0.1 0.0 0.222
```
Positions in Å, forces in eV/Å.

Summary:
**2S+1**: 1
**Structure (SMILES)**: COC[C@H](C)N.COC[C@H](C)N.COC[C@H](C)N.COC[C@H](C)N.NC(N)=O.NC(N)=O.NC(N)=O.NC(N)=O.NC(N)=O.NC(N)=O.NC(N)=O
**Frontier orbital gap**: 0.334 Ha

---

2S+1 of number 3 (C23H72N18O11)?
1

---

Which of these has the highest 2S+1?
C46H34BClF2N2O2PRu